A structure of composition C40H42BHfN8O4P, computed with the ωB97M-V functional and the def2-TZVPD basis.

Computed properties:
Charge = +2
Max |F| = 1.81 eV Å⁻¹
Total energy = -2702.60026 hartree
Kohn-Sham gap = 7.7 eV

Structure (XYZ):
```
97
Properties=species:S:1:pos:R:3:forces:R:3
Hf 0.11358 -0.38743 0.52858 -1.07 0.85 -1.18
C 2.28050 2.41310 1.86294 0.00 -0.06 0.08
C 2.52982 1.01563 2.33080 -0.04 0.23 -0.09
C 3.37635 0.61171 3.34909 0.18 0.07 0.27
C 3.21602 -0.76370 3.46635 0.21 0.06 0.15
C 3.87459 -1.70791 4.42344 -0.02 0.07 -0.07
N 2.33211 -1.14511 2.54069 0.04 -0.21 -0.26
N 1.90500 -0.05972 1.82119 -0.20 -0.52 0.46
B 1.81372 -2.56632 2.23808 0.10 -0.06 -0.04
N 1.95738 -2.88623 0.73468 0.06 0.08 0.10
N 1.39699 -2.09404 -0.22953 0.21 -0.44 0.46
C 1.72181 -2.64139 -1.41404 -0.10 0.12 -0.21
C 1.36494 -2.02867 -2.73780 0.14 -0.09 0.07
C 2.47392 -3.78398 -1.20462 0.18 -0.27 -0.14
C 2.60279 -3.91273 0.17197 0.13 -0.18 -0.02
C 3.31331 -4.97233 0.95304 -0.04 0.05 -0.06
N 0.32703 -2.66643 2.63341 0.06 0.23 -0.35
N -0.68630 -1.91481 2.04721 0.24 -0.28 0.30
C -1.81665 -2.26732 2.72823 0.09 0.10 -0.15
C -3.20984 -1.74972 2.55874 0.15 -0.04 0.01
C -1.51302 -3.21376 3.68356 -0.19 -0.15 0.31
C -0.15044 -3.43520 3.60601 0.03 -0.26 0.19
C 0.68834 -4.35835 4.43405 -0.09 0.02 -0.04
H 3.15082 3.03057 2.07500 0.02 0.01 -0.02
H 1.42992 2.83779 2.40144 0.02 -0.06 -0.02
H 2.07099 2.47904 0.79352 0.03 -0.06 0.04
H 4.02069 1.24370 3.94588 -0.11 -0.12 -0.11
H 4.58656 -1.15902 5.03636 -0.02 -0.02 -0.02
H 4.40996 -2.50451 3.90295 -0.05 0.08 0.02
H 3.14481 -2.17340 5.08942 0.03 0.06 -0.06
H 2.44405 -3.35916 2.86990 -0.13 0.17 -0.13
H 0.61378 -1.24774 -2.65905 0.04 -0.02 0.04
H 0.97874 -2.79270 -3.41139 -0.02 -0.01 0.00
H 2.25629 -1.61367 -3.21996 -0.02 -0.03 0.01
H 2.88772 -4.44043 -1.95911 -0.08 0.11 0.14
H 3.76749 -5.68182 0.26503 0.00 0.00 0.02
H 2.62588 -5.51840 1.60288 0.03 0.05 -0.07
H 4.09997 -4.54959 1.57977 -0.04 0.00 -0.05
H -3.61801 -1.94609 1.57253 -0.01 0.01 -0.07
H -3.28513 -0.69079 2.78286 0.03 0.08 0.02
H -3.84348 -2.26481 3.27602 -0.01 -0.04 0.00
H -2.20910 -3.67554 4.37176 0.14 0.08 -0.14
H 0.04872 -4.88726 5.13651 -0.01 0.00 0.00
H 1.44216 -3.81435 5.00433 -0.05 -0.01 -0.03
H 1.20518 -5.09629 3.81802 -0.06 0.06 0.03
O -2.99349 -2.30025 -2.24531 0.03 0.02 0.02
C -2.30579 -1.60916 -1.37622 -0.53 0.00 0.10
O -1.09985 -1.70283 -1.21731 0.50 0.14 0.27
C -3.08948 -0.66798 -0.54295 0.20 -0.17 -0.25
C -4.44888 -0.47229 -0.57251 -0.37 0.06 -0.15
C -4.97537 0.53367 0.23696 -0.20 -0.07 -0.15
C -4.12593 1.28890 1.02531 -0.24 0.15 0.08
C -2.78133 0.97520 1.01930 0.08 -0.22 -0.18
N -2.28118 0.01432 0.25305 0.39 0.23 0.54
C -1.77553 1.63003 1.91299 0.69 -0.29 -0.10
O -2.07644 2.51105 2.65770 0.10 0.20 0.24
O -0.56425 1.08550 1.75722 -0.29 0.60 0.25
H -2.40209 -2.88534 -2.74316 0.03 -0.10 -0.11
H -5.07103 -1.06987 -1.22864 0.03 0.07 0.08
H -6.04171 0.72931 0.23840 0.08 -0.03 -0.01
H -4.47662 2.08885 1.66850 0.03 -0.08 -0.07
N 2.13024 0.49051 -0.90311 -0.37 0.08 0.00
C 2.22206 1.63119 -1.79492 0.26 -0.18 0.11
C 3.46283 2.09955 -2.21478 0.10 -0.01 -0.02
C 3.52224 3.14177 -3.12330 0.02 0.03 -0.03
C 2.34749 3.70684 -3.61961 -0.01 -0.02 0.02
C 1.12137 3.24442 -3.17852 0.02 0.11 -0.05
C 1.05431 2.20232 -2.24987 -0.18 0.14 0.00
P -0.50349 1.68843 -1.47464 0.04 0.19 -0.35
C -1.15861 3.32236 -0.97654 -0.14 -0.04 -0.03
C -0.58083 3.94642 0.12934 -0.07 -0.04 0.04
C -0.92673 5.24407 0.47496 -0.01 -0.03 0.02
C -1.85857 5.93771 -0.28432 -0.04 0.01 -0.03
C -2.42842 5.33275 -1.39761 -0.01 0.00 0.02
C -2.08051 4.03448 -1.74713 0.00 0.13 -0.10
C -1.51979 1.16148 -2.89579 0.04 -0.04 -0.07
C -2.90656 1.31764 -2.90467 -0.13 -0.15 0.01
C -3.66424 0.86994 -3.98150 0.02 0.00 0.04
C -3.04440 0.25153 -5.05964 -0.04 0.02 -0.01
C -1.66409 0.09190 -5.06387 0.05 0.01 0.06
C -0.90588 0.54950 -3.99287 -0.03 -0.04 0.00
H 2.27354 -0.33618 -1.46633 0.10 -0.18 -0.06
H 2.90875 0.49460 -0.25654 0.10 0.00 0.22
H 4.37664 1.64255 -1.84205 -0.12 0.05 -0.04
H 4.48679 3.51364 -3.45174 -0.10 -0.03 0.02
H 2.39501 4.51687 -4.33716 0.00 -0.05 0.05
H 0.20830 3.70816 -3.53655 0.04 -0.03 0.02
H 0.14129 3.41660 0.73167 0.01 -0.03 0.04
H -0.47412 5.70877 1.34342 -0.03 -0.04 -0.07
H -2.13775 6.94978 -0.01345 0.03 -0.08 -0.03
H -3.14374 5.87463 -2.00605 0.06 -0.04 0.05
H -2.51436 3.60377 -2.64209 0.11 0.15 0.13
H -3.39856 1.82565 -2.08146 -0.01 -0.17 -0.04
H -4.73924 1.01841 -3.98490 0.10 -0.01 0.01
H -3.63295 -0.08591 -5.90531 0.04 0.02 0.07
H -1.17289 -0.37146 -5.91212 -0.03 0.04 0.06
H 0.17384 0.44538 -4.02504 -0.08 0.06 -0.03
```
Positions in Å, forces in eV/Å.